The following is a quantum chemistry calculation of a 3-piece molecular cluster, C23H43N6O3 overall, from the OMol25 dataset.

Structure (ORCA input):
```
! RIJCOSX wB97M-V def2-TZVPD def2/J DEFGRID3
* xyz 1 1
C -1.52 -1.23 2.17
C -1.61 -0.33 1.34
N -1.45 0.85 0.54
C -2.42 1.84 0.32
N -1.92 2.83 -0.54
N -2.75 3.88 -0.90
C -2.14 5.21 -0.67
C -1.81 5.54 0.86
C -0.58 2.48 -0.92
C 0.36 3.29 -1.89
O 1.66 2.61 -1.88
C 2.48 3.12 -0.84
C 3.80 3.97 -1.13
O 2.23 2.92 0.34
C -0.27 1.19 -0.21
N 0.92 0.35 -0.24
C 0.87 -0.29 -1.35
O 1.06 -0.73 -2.42
H -1.50 -2.20 2.74
H -3.47 1.89 0.72
H -3.11 3.77 -1.86
H -2.92 5.98 -1.00
H -1.22 5.43 -1.29
H -2.10 4.73 1.60
H -2.40 6.48 1.15
H -0.72 5.85 0.94
H 0.01 3.31 -2.96
H 0.59 4.34 -1.48
H 4.65 3.31 -1.53
H 3.64 4.80 -1.88
H 4.15 4.47 -0.16
C -5.66 -2.30 2.30
C -5.05 -3.43 3.11
N -4.50 -3.02 4.40
C -3.67 -4.04 5.03
C -4.34 -5.35 5.44
C -5.42 -2.32 5.29
C -6.71 -3.05 5.69
H -4.95 -1.48 2.17
H -5.95 -2.66 1.31
H -6.56 -1.90 2.78
H -4.24 -3.85 2.50
H -5.79 -4.23 3.22
H -3.17 -3.60 5.90
H -2.86 -4.28 4.33
H -4.95 -5.22 6.34
H -3.57 -6.09 5.68
H -4.96 -5.77 4.65
H -5.70 -1.37 4.83
H -4.89 -2.03 6.20
H -7.20 -3.53 4.84
H -7.42 -2.33 6.12
H -6.53 -3.80 6.46
C 6.09 -2.97 -4.61
C 5.08 -1.87 -4.33
N 5.44 -1.01 -3.21
C 4.35 -0.16 -2.76
C 3.83 0.90 -3.73
C 6.75 -0.37 -3.29
C 7.02 0.53 -4.50
H 6.28 -3.57 -3.72
H 5.70 -3.64 -5.39
H 7.04 -2.57 -4.97
H 4.13 -2.37 -4.09
H 4.91 -1.30 -5.25
H 4.64 0.34 -1.82
H 3.51 -0.80 -2.48
H 4.52 1.74 -3.82
H 2.89 1.30 -3.36
H 3.64 0.49 -4.73
H 7.51 -1.15 -3.26
H 6.92 0.21 -2.38
H 6.70 0.07 -5.44
H 8.10 0.70 -4.58
H 6.55 1.50 -4.40
*
```

Computed properties:
LUMO = -0.132 hartree
Kohn-Sham gap = 6.215 eV
HOMO level = -0.3605 Eh
Molecular weight = 451.64 g/mol

The following is a quantum chemistry calculation of C23H43NO9S as an isolated structure, from the OMol25 dataset.

Structure (ORCA input):
```
! RIJCOSX wB97M-V def2-TZVPD def2/J DEFGRID3
* xyz 0 1
C 0.50 4.07 0.77
O 1.79 3.57 0.35
C 2.44 2.88 1.44
C 2.76 1.34 1.02
C 1.42 0.48 0.78
C 1.74 -1.05 1.18
C 0.46 -1.82 1.81
C -0.15 -1.15 3.17
N 0.79 -1.39 4.31
O 0.96 -3.11 2.37
S -0.37 -4.18 2.33
O -0.79 -4.73 3.65
O -0.09 -5.39 1.46
O -1.51 -3.22 1.48
C -0.59 -2.38 0.72
C -1.11 -1.43 -0.45
C -2.18 -0.33 -0.03
C -3.34 -0.51 0.98
C -4.31 0.68 1.21
C -4.18 2.04 0.46
C -3.01 2.25 -0.53
C -2.05 1.06 -0.75
H -0.16 3.16 1.02
H 0.55 4.79 1.67
H 0.00 4.61 -0.12
H 3.48 3.36 1.63
H 1.85 2.90 2.43
H 3.34 0.89 1.91
H 3.36 1.38 0.05
H 1.20 0.54 -0.35
H 0.51 0.91 1.31
H 2.05 -1.62 0.21
H 2.65 -1.15 1.88
H -1.17 -1.59 3.44
H -0.27 -0.02 3.05
H 0.58 -2.28 4.78
H 1.77 -1.31 4.03
H 0.05 -3.17 0.16
H -0.19 -0.94 -0.93
H -1.60 -2.10 -1.25
H -3.49 -1.50 1.52
H -5.18 0.55 1.95
H -4.93 2.88 0.65
H -2.84 3.20 -1.13
H -1.18 1.21 -1.50
C -3.42 9.10 -2.75
O -2.15 9.66 -2.45
C -1.68 9.27 -1.16
C -0.64 8.16 -1.26
O -1.22 6.95 -1.74
C -0.95 6.73 -3.12
H -3.60 9.22 -3.82
H -3.46 8.03 -2.51
H -4.20 9.63 -2.20
H -2.51 8.98 -0.51
H -1.20 10.15 -0.72
H -0.26 7.95 -0.26
H 0.20 8.46 -1.88
H 0.08 6.39 -3.25
H -1.11 7.64 -3.72
H -1.63 5.96 -3.49
C 1.99 -7.58 0.53
O 1.91 -8.93 0.09
C 1.13 -9.08 -1.09
C 2.00 -9.22 -2.33
O 2.73 -8.03 -2.59
C 4.08 -8.10 -2.15
H 2.79 -7.50 1.27
H 2.21 -6.90 -0.30
H 1.05 -7.29 1.00
H 0.43 -8.24 -1.20
H 0.54 -10.00 -0.96
H 1.36 -9.41 -3.19
H 2.68 -10.08 -2.23
H 4.66 -8.71 -2.85
H 4.16 -8.52 -1.15
H 4.49 -7.09 -2.14
*
```

Computed properties:
LUMO = 0.011 hartree
Kohn-Sham gap = 9.188 eV
HOMO level = -0.3266 Eh
ΔE to the lowest compared entry with this formula, charge and spin = 628.9 kJ/mol
Molecular weight = 509.66 g/mol

The following is a quantum chemistry calculation of a 4-piece molecular cluster, C23H44BBrIN7O5P overall, from the OMol25 dataset.

Structure (ORCA input):
```
! RIJCOSX wB97M-V def2-TZVPD def2/J DEFGRID3
* xyz 1 1
C -0.50 -0.73 4.76
C -0.76 -0.76 3.19
C -0.53 0.69 2.45
I 0.61 2.09 3.73
N 0.14 0.47 1.15
C 1.34 1.26 0.83
N 2.63 1.01 1.03
P 3.21 -0.48 1.82
O 2.35 -0.87 3.24
O 3.22 -1.75 0.68
N 0.81 2.42 0.13
C -0.54 2.03 -0.47
C -1.49 3.15 0.22
C -2.47 3.71 -0.94
O -3.15 3.00 -1.67
Br -2.56 5.69 -1.26
C -0.72 0.50 -0.10
C -2.16 -0.19 -0.06
N -3.26 0.60 0.54
C -4.61 0.27 -0.01
C 0.10 -0.62 -0.99
B 0.70 -0.07 -2.39
O 2.13 -0.17 -2.63
O -0.22 0.45 -3.35
H -1.05 0.11 5.30
H 0.59 -0.70 5.06
H -0.92 -1.71 5.19
H -0.19 -1.59 2.64
H -1.87 -1.01 3.04
H -1.57 1.15 2.40
H 3.30 1.72 0.69
H 1.88 -1.74 3.06
H 3.11 -2.62 1.13
H 1.40 2.60 -0.71
H -0.62 2.37 -1.57
H -0.84 4.05 0.52
H -2.09 2.78 1.11
H -2.05 -1.22 0.42
H -2.45 -0.39 -1.16
H -3.30 0.29 1.53
H -5.24 1.23 -0.08
H -4.60 -0.27 -1.01
H -5.17 -0.40 0.74
H -0.61 -1.48 -1.26
H 0.92 -1.13 -0.37
H 2.54 0.71 -2.70
H 0.35 0.95 -3.99
C 4.39 -6.97 -1.88
C 3.91 -5.53 -2.03
C 4.53 -4.58 -1.00
C 4.16 -5.03 0.39
N 3.87 -5.37 1.47
H 4.10 -7.39 -0.91
H 3.94 -7.60 -2.65
H 5.47 -7.03 -1.98
H 2.82 -5.51 -1.94
H 4.16 -5.18 -3.03
H 4.17 -3.57 -1.16
H 5.62 -4.58 -1.09
C -1.57 -4.49 4.14
C -1.09 -5.67 3.31
C 0.44 -5.76 3.24
C 1.00 -4.52 2.62
N 1.43 -3.54 2.13
H -1.26 -3.54 3.71
H -2.67 -4.48 4.18
H -1.19 -4.55 5.16
H -1.49 -5.58 2.30
H -1.48 -6.60 3.73
H 0.74 -6.63 2.65
H 0.86 -5.88 4.24
C -1.56 7.44 -5.21
C -2.07 8.87 -5.35
C -1.47 9.82 -4.31
C -1.83 9.35 -2.92
N -2.10 8.99 -1.84
H -1.83 7.00 -4.25
H -1.99 6.80 -5.99
H -0.47 7.40 -5.31
H -3.16 8.86 -5.26
H -1.83 9.24 -6.35
H -1.86 10.83 -4.45
H -0.38 9.85 -4.40
*
```

Computed properties:
LUMO = -0.132 hartree
Kohn-Sham gap = 7.929 eV
HOMO level = -0.4234 Eh
Molecular weight = 747.24 g/mol

The following is a quantum chemistry calculation of C23H44CoNOP3 as an isolated structure, from the OMol25 dataset.

Structure (ORCA input):
```
! RIJCOSX wB97M-V def2-TZVPD def2/J DEFGRID3
* xyz 3 5
Co 0.45 -0.59 -0.67
P 0.69 -2.49 -1.39
P 2.10 -0.27 0.50
P -1.53 -0.30 -0.32
H 1.34 4.10 0.09
C 0.42 4.23 0.65
C 0.28 3.99 1.97
H 1.08 3.59 2.60
C 1.87 -2.64 -2.77
C 1.36 -3.76 -0.23
C -0.75 -3.40 -2.03
C 2.37 1.36 1.24
C 2.49 -1.33 1.95
C 3.63 -0.51 -0.49
C -1.85 1.23 0.62
C -2.47 -1.55 0.62
C -2.59 -0.12 -1.80
H -0.40 4.71 0.11
H -0.66 4.22 2.48
H 1.52 -2.03 -3.61
H 1.92 -3.70 -3.07
H 2.86 -2.29 -2.47
H 1.33 -4.72 -0.76
H 0.74 -3.82 0.68
H 2.40 -3.53 0.06
H -0.36 -4.24 -2.62
H -1.38 -2.76 -2.67
H -1.36 -3.77 -1.20
H 3.44 1.54 1.38
H 1.87 1.42 2.21
H 1.95 2.15 0.61
H 3.57 -1.49 1.99
H 2.00 -2.31 1.90
H 2.18 -0.83 2.88
H 4.46 -0.05 0.04
H 3.51 -0.04 -1.47
H 3.84 -1.58 -0.63
H -2.92 1.46 0.53
H -1.26 2.06 0.21
H -1.59 1.08 1.68
H -3.52 -1.49 0.31
H -2.37 -1.30 1.69
H -2.09 -2.56 0.45
H -3.42 0.56 -1.53
H -2.99 -1.09 -2.09
H -2.04 0.31 -2.65
C 0.08 1.44 -3.70
C 0.72 0.59 -4.62
C 0.44 0.76 -5.98
C -0.44 1.75 -6.42
C -1.09 2.56 -5.49
C -0.82 2.43 -4.13
O 0.29 1.40 -2.34
H 0.57 0.40 -2.02
H 1.41 -0.17 -4.26
H 0.92 0.10 -6.71
H -0.62 1.90 -7.49
H -1.83 3.30 -5.81
H -1.31 3.04 -3.37
N -0.81 -1.42 3.32
C -1.10 -0.46 4.24
C -0.09 0.41 4.71
C -0.43 1.44 5.59
C -1.75 1.62 6.01
C -2.76 0.75 5.55
C -2.44 -0.30 4.69
H 0.09 -1.47 2.85
H -1.41 -2.23 3.20
H 0.94 0.27 4.38
H 0.35 2.11 5.95
H -2.01 2.42 6.71
H -3.79 0.90 5.85
H -3.21 -0.98 4.31
*
```

Computed properties:
⟨S²⟩ = 6.066
LUMO (alpha / beta) = -0.316 / -0.439 hartree
Kohn-Sham gap (alpha / beta) = 7.525 / 5.019 eV
HOMO level (alpha / beta) = -0.5923 / -0.6231 Eh
ΔE to the lowest compared entry with this formula, charge and spin = 100.6 kJ/mol
Molecular weight = 502.47 g/mol

The following is a quantum chemistry calculation of a 3-piece molecular cluster, C23H45BClO7 overall, from the OMol25 dataset.

Structure (ORCA input):
```
! RIJCOSX wB97M-V def2-TZVPD def2/J DEFGRID3
* xyz -1 1
C 8.42 0.72 -0.47
C 6.85 0.76 -0.57
C 6.13 -0.37 0.00
C 4.67 -0.39 -0.11
C 3.91 0.68 -0.77
C 2.36 0.60 -0.86
C 1.96 -0.02 -2.28
C 1.77 -0.32 0.30
C 4.63 1.80 -1.34
O 4.08 2.86 -2.03
C 3.28 3.76 -1.18
B 3.81 3.97 0.34
Cl 2.68 5.30 1.11
C 6.11 1.81 -1.22
H 8.75 -0.16 0.15
H 8.82 0.52 -1.50
H 8.85 1.69 -0.12
H 6.66 -1.23 0.49
H 4.16 -1.29 0.32
H 1.92 1.61 -0.69
H 0.89 0.26 -2.47
H 2.64 0.43 -3.06
H 2.11 -1.13 -2.19
H 2.28 0.00 1.24
H 0.69 -0.07 0.43
H 1.97 -1.39 0.05
H 2.18 3.47 -1.23
H 3.32 4.77 -1.69
H 4.97 4.27 0.43
H 3.62 2.99 1.02
H 6.69 2.66 -1.67
C -4.87 -0.54 2.50
O -4.64 0.66 1.79
C -5.47 1.73 2.22
C -4.71 3.05 2.17
O -3.73 3.21 3.19
C -2.56 2.39 3.10
C -1.62 2.75 1.96
O -2.16 2.32 0.71
C -1.86 3.22 -0.34
H -5.84 -0.97 2.22
H -4.09 -1.25 2.24
H -4.83 -0.37 3.58
H -5.83 1.56 3.24
H -6.33 1.77 1.55
H -5.44 3.85 2.34
H -4.29 3.23 1.18
H -2.82 1.33 3.10
H -2.02 2.57 4.04
H -0.67 2.23 2.10
H -1.44 3.83 1.96
H -2.16 4.24 -0.08
H -2.45 2.92 -1.21
H -0.80 3.19 -0.59
C -0.26 -5.06 0.81
O -0.80 -4.01 0.02
C -0.25 -3.97 -1.29
C -1.30 -3.56 -2.31
O -2.28 -4.55 -2.60
C -3.21 -4.85 -1.57
C -4.19 -3.73 -1.28
O -3.55 -2.67 -0.59
C -4.01 -1.39 -0.96
H 0.77 -4.84 1.08
H -0.86 -5.13 1.72
H -0.32 -6.02 0.28
H 0.16 -4.95 -1.58
H 0.56 -3.23 -1.29
H -0.79 -3.37 -3.25
H -1.78 -2.62 -2.02
H -2.70 -5.18 -0.66
H -3.78 -5.71 -1.93
H -5.00 -4.11 -0.64
H -4.63 -3.38 -2.22
H -3.98 -1.26 -2.05
H -3.35 -0.65 -0.51
H -5.03 -1.22 -0.59
*
```

Computed properties:
LUMO = 0.086 hartree
Kohn-Sham gap = 7.181 eV
HOMO level = -0.1781 Eh
ΔE to the lowest compared entry with this formula, charge and spin = 126.3 kJ/mol
Molecular weight = 479.87 g/mol

The following is a quantum chemistry calculation of C23H45Cl3N2O4PPtSi as an isolated structure, from the OMol25 dataset.

Structure (ORCA input):
```
! RIJCOSX wB97M-V def2-TZVPD def2/J DEFGRID3
* xyz -1 3
C 2.79 -1.47 -4.90
C 1.76 -0.71 -4.13
H 2.63 -1.25 -5.96
H 2.64 -2.56 -4.75
H 3.78 -1.22 -4.47
C 0.53 -0.45 -4.66
C 0.33 -0.18 -6.10
H -0.40 -0.40 -4.07
H -0.04 -1.05 -6.63
H 1.26 0.14 -6.59
H -0.44 0.59 -6.16
Pt -0.63 -0.46 2.44
Cl 1.72 -0.80 2.51
Cl -1.00 -2.79 2.39
C 0.49 2.43 2.22
O -0.61 1.80 2.23
N 0.54 3.76 2.05
C -0.66 4.51 1.68
C 1.76 4.52 2.38
H 1.44 1.88 2.39
H -1.42 4.37 2.46
H -1.06 4.21 0.70
H -0.44 5.58 1.61
H 2.41 3.87 2.98
H 1.52 5.41 2.98
H 2.29 4.85 1.48
H -3.53 -1.77 -1.53
H -3.17 0.48 -2.64
C -4.00 -1.25 -0.68
C -3.65 0.95 -1.76
N -3.51 0.11 -0.58
H -3.78 -1.77 0.25
C -2.88 0.52 0.53
O -2.72 -0.20 1.56
H -3.20 1.92 -1.56
H -2.48 1.56 0.50
H -5.08 -1.24 -0.86
H -4.70 1.10 -2.04
O 1.02 -1.91 -2.30
C 1.88 -0.84 -2.62
C 0.16 0.85 -1.97
C 1.52 0.51 -2.02
H -0.57 0.09 -2.28
C -0.26 2.16 -1.70
H 2.92 -1.03 -2.34
C 2.43 1.45 -1.48
H -1.32 2.39 -1.81
C 0.68 3.13 -1.37
C 2.01 2.75 -1.17
H 3.49 1.19 -1.37
H 0.38 4.19 -1.37
H 2.74 3.53 -0.88
Si 1.07 -3.43 -1.80
Cl -0.17 -0.10 0.37
C -0.75 -3.92 -1.47
C 1.91 -3.27 -0.12
C 1.96 -4.34 -3.13
H -1.32 -3.24 -0.79
H -0.70 -4.91 -0.98
H -1.34 -4.03 -2.40
H 1.36 -4.17 -4.03
H 2.09 -5.41 -2.98
H 2.94 -3.86 -3.24
H 2.29 -2.25 0.10
H 2.77 -3.95 -0.12
H 1.24 -3.54 0.71
C -1.70 0.95 6.31
P -0.80 -0.21 5.30
C 0.94 0.26 5.33
C -0.94 -1.95 5.67
O -1.70 0.13 4.06
H -2.76 0.70 6.17
H -1.54 1.95 5.86
H -1.42 0.95 7.36
H 1.20 0.43 6.38
H 1.58 -0.52 4.91
H 1.14 1.19 4.77
H -1.92 -2.31 5.34
H -0.17 -2.52 5.13
H -0.81 -2.07 6.75
*
```

Computed properties:
⟨S²⟩ = 2.009
LUMO (alpha / beta) = 0.087 / 0.087 hartree
Kohn-Sham gap (alpha / beta) = 3.958 / 5.648 eV
HOMO level (alpha / beta) = -0.0586 / -0.1208 Eh
ΔE to the lowest compared entry with this formula, charge and spin = 0.0 kJ/mol
Molecular weight = 774.12 g/mol